A 2-piece molecular cluster, C9H13FO overall at a distorted geometry, computed with the ωB97M-V functional and the def2-TZVPD basis.

Last column: Löwdin charge in e.
Atoms and positions in Å:
C: 2.6789 1.4822 0.9227  -0.025
C: 1.4637 0.6736 0.7160  -0.274
C: 0.2489 0.9853 1.0973  -0.070
C: -0.8891 0.1089 0.9035  -0.156
C: -0.6939 -1.1628 0.6499  -0.107
C: 0.7649 -1.6123 0.4948  -0.171
C: 1.7152 -0.6171 -0.0647  -0.150
H: 2.6264 2.3005 1.4988  0.049
H: 2.8909 1.8321 -0.0504  0.084
H: 3.4376 0.7586 0.9722  0.068
H: -0.0079 1.9713 1.3801  0.105
H: -1.8368 0.6417 1.1542  0.130
H: -1.4887 -1.8682 0.7315  0.102
H: 0.6823 -2.5062 -0.0823  0.099
H: 1.1816 -1.8334 1.5215  0.143
H: 2.7321 -0.9049 -0.0635  0.101
H: 1.4437 -0.3231 -1.0885  0.124
C: -3.0952 -0.1542 -1.3453  0.039
C: -1.6281 0.0207 -1.5740  -0.538
O: -0.8163 -0.5665 -2.1544  0.169
F: -1.2805 1.3461 -1.2464  0.012
H: -3.5446 0.7760 -1.0879  0.086
H: -3.2311 -1.0332 -0.8529  0.053
H: -3.3542 -0.3150 -2.4323  0.125

Calculated values
- spin multiplicity = 1
- frontier orbital gap (eV) = 8.91
- SMILES = CC1=CC=CCC1.CC(=O)F
- ΔE to the lowest compared entry with this formula, charge and spin (eV) = 0.000